No. 1
The following is a DFT calculation (ωB97M-V/def2-TZVPD) of an isolated molecule of C2H3N3O.

The geometry in XYZ format:
```
9
Properties=species:S:1:pos:R:3
N -1.49 0.26 -0.09
O 2.05 -0.04 0.03
H 0.06 1.74 0.16
N -1.28 -1.04 0.01
H 2.46 -0.87 -0.08
C 0.69 -0.22 -0.14
N 0.03 -1.37 -0.08
C -0.22 0.80 -0.15
H -2.29 0.72 0.33
```

The value obtained for the energy is -317.45524 Eh. The calculation puts the HOMO-LUMO gap at 10.12 eV. Its charge is 0. The calculation puts the LUMO energy at 0.032 Ha. Its SMILES is Oc1c[nH]nn1.

No. 2
The following is a DFT calculation (ωB97M-V/def2-TZVPD) of a cluster of 7 separate species, H14O7 in total.

The geometry in XYZ format:
```
21
Properties=species:S:1:pos:R:3
O -7.71 -5.69 -3.54
H -6.64 -1.52 -2.64
O -6.52 -2.29 -3.21
O -10.19 -7.08 -3.48
H -11.27 -4.80 -6.05
O -11.83 -2.90 -2.61
H -8.77 -0.31 -1.39
H -11.61 -5.33 -4.70
O -11.38 -4.50 -5.14
H -9.48 -3.76 -4.24
O -9.08 -3.41 -3.44
H -11.69 -3.22 -1.71
H -7.81 -0.78 -0.31
H -10.27 -7.92 -3.95
H -7.35 -2.77 -3.12
O -7.84 -0.43 -1.19
H -12.01 -3.65 -3.17
H -9.26 -6.78 -3.59
H -8.29 -4.96 -3.25
H -7.36 -5.38 -4.38
H -9.85 -3.13 -2.92
```

The value obtained for the energy is -535.07948 Eh. The calculation puts the HOMO-LUMO gap at 10.39 eV. Its charge is 0. The calculation puts the LUMO energy at 0.006 Ha. Its SMILES is O.O.O.O.O.O.O.

No. 3
The following is a DFT calculation (ωB97M-V/def2-TZVPD) of a structure of composition C27H33Cl2LuN6O5S2Si.

The geometry in XYZ format:
```
77
Properties=species:S:1:pos:R:3
C -2.00 5.82 0.43
H -0.78 1.01 -6.05
H 0.85 3.21 -4.13
H 1.66 0.48 -4.83
C -5.19 2.23 0.67
H 0.54 -3.39 -0.46
O 0.44 0.05 1.49
H 3.28 -1.65 5.03
C 2.00 -1.24 -0.87
Si -0.39 1.10 -3.61
H -3.93 -3.77 -1.92
C -3.30 5.45 0.57
C -4.96 3.58 0.70
C 1.29 -3.51 -1.23
H 4.49 -1.47 -2.50
H -6.18 1.82 0.80
H -1.59 -0.33 -5.23
H -0.49 -3.24 6.34
C 3.73 -3.00 -1.20
H 0.18 3.23 -2.49
H 4.58 -1.06 0.53
C 4.67 -1.84 -1.48
O 0.80 -0.93 -0.93
H 5.70 -2.17 -1.41
Lu -0.88 0.52 -0.24
H -2.31 1.29 -5.19
C -0.02 2.94 -3.53
H 4.99 0.14 -0.70
C -1.72 -2.31 0.38
C -0.99 4.87 0.24
C 0.10 -2.69 5.61
O -0.34 2.60 0.02
H 1.58 -3.70 7.49
C -3.65 4.08 0.53
C 4.37 -0.73 -0.50
O -1.20 0.62 -2.28
O -1.79 -0.16 2.35
C 1.47 -2.51 5.82
C 2.21 -1.80 4.87
C -3.22 -1.83 -1.21
C -3.32 -3.17 -1.26
N 2.98 -0.32 -0.64
C -4.11 1.36 0.45
H -4.25 0.29 0.44
N 2.07 -3.00 6.96
H 3.76 -3.72 -2.01
C 2.69 1.09 -0.45
N -0.75 -2.21 1.33
Cl -4.53 6.66 0.82
H 4.05 -3.52 -0.29
H 1.99 0.48 -3.09
H -3.74 -1.13 -1.85
H 1.10 -0.87 -3.82
Cl 0.66 5.40 0.07
H 3.07 -3.08 6.97
H -1.73 6.87 0.46
H 3.30 1.68 -1.14
C -0.51 -2.17 4.49
C -1.36 0.74 -5.16
H -5.78 4.27 0.85
C -1.25 3.51 0.18
N -2.33 -1.34 -0.28
S -0.54 -0.86 2.13
H -0.88 3.53 -3.88
C 0.24 -1.46 3.57
C 1.60 -1.27 3.75
C -2.63 3.13 0.33
H 1.66 1.30 -0.67
H 2.89 1.41 0.57
H 0.82 -3.41 -2.21
C 1.25 0.22 -3.85
H -1.57 -2.31 4.33
N -2.88 1.79 0.28
S -2.26 -3.89 -0.10
N 2.36 -2.53 -1.04
H 2.17 -0.71 3.02
H 1.73 -4.50 -1.14
```

The value obtained for the energy is -4995.53231 Eh. The calculation puts the HOMO-LUMO gap at 7.64 eV. Its charge is 0. The calculation puts the LUMO energy at 0.009 Ha.